DFT (ωB97M-V with the def2-TZVPD basis set) results for a molecular structure, C60H46BrFeN10OP2Se.

Structure (ORCA input):
```
! wB97M-V def2-TZVPD RIJCOSX def2/J DEFGRID3
* xyz 1 1
Fe -0.657 -0.749 0.544
Se -6.328 2.220 4.630
N -4.554 2.401 4.683
C -4.070 1.668 3.717
C -2.648 1.568 3.418
C -1.669 2.261 4.130
C -0.351 2.109 3.759
C -0.035 1.276 2.689
N -0.960 0.631 1.990
C -2.245 0.764 2.354
C -3.213 0.040 1.537
N -2.712 -0.654 0.499
C -3.567 -1.229 -0.337
C -4.946 -1.209 -0.136
C -5.462 -0.531 0.947
C -4.580 0.134 1.797
C -5.028 0.957 2.913
N -6.285 1.115 3.227
H -1.965 2.891 4.958
H 0.445 2.622 4.279
H 0.985 1.094 2.390
H -3.150 -1.705 -1.212
H -5.585 -1.718 -0.843
H -6.526 -0.474 1.138
C 0.179 1.439 -2.837
N 1.562 1.798 -2.796
C 2.530 0.712 -2.804
P 2.350 -0.269 -1.239
C 2.029 -1.991 -1.830
C 1.327 -2.936 -1.023
C 1.333 -4.278 -1.463
C 1.790 -4.657 -2.712
C 2.358 -3.701 -3.540
C 2.519 -2.402 -3.062
C 4.072 -0.480 -0.674
C 4.789 0.688 -0.387
C 6.058 0.626 0.167
C 6.624 -0.609 0.462
C 5.923 -1.771 0.181
C 4.655 -1.709 -0.386
C 1.940 3.043 -3.375
C 1.360 3.512 -4.553
C 1.787 4.703 -5.120
C 2.803 5.438 -4.525
C 3.380 4.976 -3.351
C 2.952 3.791 -2.777
P -0.702 1.148 -1.174
C -2.418 1.374 -1.759
C -2.822 0.804 -2.968
C -4.140 0.897 -3.395
C -5.080 1.555 -2.619
C -4.697 2.113 -1.406
C -3.382 2.018 -0.981
C -0.234 2.759 -0.462
C 0.987 2.805 0.214
C 1.474 3.998 0.721
C 0.752 5.173 0.554
C -0.442 5.145 -0.150
C -0.925 3.950 -0.666
H 0.006 0.579 -3.502
H -0.395 2.285 -3.213
H 3.533 1.129 -2.867
H 2.371 0.093 -3.698
H 1.551 -2.866 0.034
H 0.947 -5.022 -0.774
H 1.747 -5.694 -3.020
H 2.735 -3.966 -4.519
H 3.084 -1.713 -3.677
H 4.351 1.658 -0.600
H 6.602 1.539 0.374
H 7.607 -0.663 0.911
H 6.360 -2.735 0.408
H 4.126 -2.631 -0.589
H 0.582 2.936 -5.039
H 1.340 5.046 -6.044
H 3.144 6.361 -4.974
H 4.164 5.549 -2.873
H 3.392 3.438 -1.853
H -2.115 0.278 -3.596
H -4.428 0.456 -4.342
H -6.107 1.629 -2.952
H -5.424 2.627 -0.790
H -3.105 2.452 -0.027
H 1.568 1.897 0.321
H 2.425 4.014 1.240
H 1.127 6.105 0.955
H -0.997 6.059 -0.313
H -1.832 3.969 -1.252
Br -1.353 -2.410 7.940
C -1.273 -2.348 6.057
C -2.225 -3.024 5.307
C -2.149 -2.988 3.926
C -1.125 -2.289 3.290
C -0.200 -1.585 4.055
C -0.268 -1.622 5.437
N -1.031 -2.276 1.869
C -1.384 -3.319 1.223
C -1.347 -3.332 -0.232
C -2.038 -4.333 -0.907
C -2.206 -4.252 -2.274
C -1.717 -3.117 -2.907
C -0.969 -2.214 -2.189
N -0.625 -2.376 -0.889
H -3.020 -3.568 5.797
H -2.923 -3.483 3.353
H 0.586 -1.030 3.583
H 0.469 -1.098 6.029
H -1.696 -4.237 1.714
H -2.477 -5.141 -0.335
H -2.745 -5.010 -2.824
H -1.905 -2.937 -3.957
H -0.498 -1.363 -2.662
N 3.186 -0.431 2.534
C 2.342 -1.411 2.073
O 1.396 -1.037 1.326
C 2.610 -2.737 2.493
C 1.728 -3.801 2.243
N 0.991 -4.667 2.029
C 3.822 -2.998 3.174
N 4.824 -3.209 3.711
H 3.233 0.394 1.956
H 4.044 -0.703 2.990
*
```

ΔE to the lowest compared entry with this formula, charge and spin = 0.0 kJ/mol
HOMO energy = -9.7 eV
lowest unoccupied orbital energy = -3.7 eV
energy = -9858.5194 a.u.
Kohn-Sham gap = 6.04 eV